[1]
Formula: C19H29FN2O5S
Source: the Open Molecules 2025 dataset
Level of theory: wB97M-V/def2-TZVPD

Calculated values
Kohn-Sham gap   10.0 eV
Largest force on an atom   2.65 eV/A
Energy relative to the best compared isomer or geometry (same formula, charge and spin)   0.916 eV
Molar mass   416.52 g mol⁻¹
SMILES   O=C(NC[C@H]1C[C@@H]2CC[C@H]1N2C(=O)[C@H]1CCS(=O)(=O)C1)[C@@H](F)C1CCOCC1
Electronic energy   -1725.16552 hartree
HOMO energy   -9.69 eV
E_LUMO   0.3431 eV

XYZ file:
```
57
Properties=species:S:1:pos:R:3:nbo_charge:R:1
O -1.65840 2.38831 -0.32203 -0.6212
C -2.13270 1.28212 -0.07037 0.6346
N -1.36251 0.18107 -0.00501 -0.6045
C 0.10014 0.15938 -0.11881 -0.2017
C 0.84961 0.98765 0.95724 -0.2515
C 0.62105 0.47987 2.40371 -0.4042
C 2.04444 0.20316 2.92054 -0.0505
C 2.83745 1.50816 3.12151 -0.4137
C 3.07940 2.00022 1.67970 -0.4002
C 2.39025 0.92428 0.81621 -0.0355
N 2.65014 -0.22239 1.67227 -0.4522
C 3.25752 -1.40617 1.43410 0.6927
O 3.30488 -2.28328 2.29503 -0.6562
C 3.89821 -1.68674 0.04749 -0.2946
C 5.31597 -2.32063 0.19982 -0.4067
C 5.21603 -3.84997 0.06467 -0.6386
S 4.02146 -4.07574 -1.32148 2.1110
O 4.68694 -3.74293 -2.58066 -0.9349
O 3.26684 -5.31695 -1.15782 -0.9212
C 2.98249 -2.63270 -0.80313 -0.6493
C -3.65415 1.10807 0.14963 0.1616
F -3.99955 1.73089 1.28248 -0.3352
C -4.51805 1.59255 -1.05097 -0.2455
C -4.27792 0.80697 -2.36513 -0.4305
C -5.18293 1.32197 -3.50053 -0.0589
O -6.54509 1.22903 -3.08678 -0.5368
C -6.86739 2.02841 -1.94940 -0.0609
C -6.03429 1.54841 -0.74624 -0.4278
H -1.81140 -0.68963 0.22731 0.3995
H 0.43080 -0.88009 -0.07779 0.2022
H 0.37500 0.52258 -1.11232 0.2079
H 0.53297 2.02891 0.87427 0.2406
H 0.10112 1.21532 3.01960 0.2198
H 0.02640 -0.43466 2.42822 0.2111
H 2.10476 -0.50565 3.75167 0.2537
H 2.28615 2.23120 3.72458 0.2134
H 3.78309 1.30865 3.62928 0.2186
H 2.66430 2.99399 1.50342 0.2145
H 4.14798 2.04790 1.46231 0.2136
H 2.74141 0.89732 -0.21613 0.2268
H 4.02419 -0.73606 -0.46601 0.2202
H 5.96401 -1.93422 -0.59131 0.2245
H 5.81003 -2.03792 1.13413 0.2392
H 6.12023 -4.41208 -0.15252 0.2516
H 4.73320 -4.26868 0.94677 0.2546
H 2.23314 -3.11300 -0.17356 0.2488
H 2.48427 -2.23898 -1.68378 0.2504
H -3.87048 0.05747 0.33839 0.1437
H -4.27000 2.63921 -1.24914 0.2197
H -3.23047 0.86130 -2.66474 0.2132
H -4.47488 -0.25400 -2.20549 0.2016
H -4.93162 2.34923 -3.77313 0.1644
H -5.04655 0.71773 -4.39837 0.1965
H -6.68955 3.08557 -2.15767 0.1629
H -7.93250 1.92611 -1.73745 0.1970
H -6.33279 0.53260 -0.48374 0.2011
H -6.26245 2.14666 0.13723 0.2212
```



[2]
Formula: C19H29FeN12O3PS3
Source: the Open Molecules 2025 dataset
Level of theory: wB97M-V/def2-TZVPD

Calculated values
Kohn-Sham gap (spin up / spin down)   4.7 / 5.9 eV
Largest force on an atom   2.43 eV/A
Energy relative to the best compared isomer or geometry (same formula, charge and spin)   6.076 eV
Molar mass   656.54 g mol⁻¹
Electronic energy   -4423.83860 hartree
HOMO energy (spin up / spin down)   -1.16 / -1.25 eV
Net charge   -2
E_LUMO (spin up / spin down)   3.5718 / 4.6438 eV
2S+1   5

XYZ file:
```
68
Properties=species:S:1:pos:R:3:lowdin_spin:R:1
Fe -0.71720 -0.45530 0.11350 2.7807
C 2.31060 -4.70090 -1.90040 -0.0001
N 1.78120 -3.54890 -2.56560 -0.0001
C 2.44590 -2.77800 -3.48280 -0.0002
C 1.64110 -1.74570 -3.79180 -0.0001
N 0.48150 -1.85120 -3.05340 -0.0010
C 0.58100 -2.95920 -2.27270 -0.0009
S -0.55640 -3.64770 -1.29950 -0.0002
C -0.43160 -0.76250 -3.08900 -0.0063
C -0.74630 -0.34280 -4.36480 0.0154
C -1.36640 0.92110 -4.53220 -0.0013
C -1.58140 1.69190 -3.45700 0.0176
C -1.35040 1.17070 -2.08160 0.0159
N -0.77590 -0.14790 -1.96500 -0.0179
H 2.75410 -5.38320 -2.63120 0.0000
H 1.48030 -5.18600 -1.38350 -0.0001
H 3.07340 -4.40430 -1.17540 0.0000
H 3.44070 -3.01560 -3.80110 0.0000
H 1.79570 -0.91860 -4.44940 0.0002
H -0.45080 -0.93500 -5.21600 0.0012
H -1.57880 1.27600 -5.53230 -0.0008
H -1.96750 2.69960 -3.52080 0.0005
H -0.69980 1.86750 -1.50970 0.0020
N 1.77570 -1.23520 2.41800 0.0069
C 2.14280 -1.28180 1.10000 0.0041
N 3.31740 -1.74010 0.67740 -0.0010
N 3.26610 -1.59620 -0.64950 0.0055
N 2.14510 -1.09070 -1.00750 -0.0020
N 1.37310 -0.88530 0.06470 -0.0159
C 0.62450 -0.62190 2.83330 0.0039
N 0.35580 -0.32210 4.09590 -0.0018
N -0.87400 0.19620 4.05730 0.0061
N -1.32020 0.21650 2.86010 -0.0044
N -0.41140 -0.30390 2.03220 -0.0365
H 2.51740 -1.28770 3.09560 0.0002
C -3.57430 5.27580 -1.43230 0.0026
C -2.14420 5.52760 -0.96360 0.0087
O -1.90330 4.92370 0.27370 0.0950
P -1.77200 3.20530 0.29430 0.2295
S 0.11580 2.77810 0.74660 0.1404
S -2.95960 1.26450 -1.15890 0.4937
O -2.55670 3.00210 1.68670 0.0222
C -3.94130 2.71290 1.70900 0.0040
C -4.23690 2.00500 3.02060 0.0003
H -3.75810 5.75160 -2.39440 0.0000
H -4.28590 5.65870 -0.70270 0.0004
H -3.71300 4.19870 -1.51710 0.0013
H -1.95450 6.60320 -0.82820 0.0011
H -1.44260 5.15260 -1.72330 0.0031
H -4.18570 2.07200 0.85430 0.0011
H -4.51900 3.64580 1.61960 0.0002
H -3.40280 1.33550 3.21890 0.0000
H -5.15950 1.43160 2.95770 0.0000
H -4.30260 2.72540 3.83290 0.0001
C -3.24310 -3.73660 0.56820 0.0011
C -3.26920 -2.23110 0.91940 0.0209
C -4.56790 -1.57500 0.39830 0.0121
C -3.24070 -2.09750 2.45900 0.0065
O -2.18560 -1.60970 0.35030 0.1790
H -4.08180 -4.26930 1.01710 0.0001
H -2.30940 -4.15730 0.93260 0.0000
H -3.25860 -3.86910 -0.50910 0.0000
H -5.45340 -2.03990 0.83450 0.0015
H -4.61440 -1.65630 -0.68560 0.0032
H -4.54780 -0.51600 0.65130 0.0010
H -4.11530 -2.56840 2.91200 0.0011
H -3.21090 -1.04370 2.72330 0.0000
H -2.33880 -2.56380 2.85410 0.0000
```



[3]
Formula: C19H29N3O3S
Source: the Open Molecules 2025 dataset
Level of theory: wB97M-V/def2-TZVPD

Calculated values
Kohn-Sham gap   8.3 eV
Largest force on an atom   0.95 eV/A
Energy relative to the best compared isomer or geometry (same formula, charge and spin)   0.324 eV
Molar mass   379.53 g mol⁻¹
SMILES   CCCCN(C)CCn1c(=S)[nH]c2cc(OCC)c(OCC)cc2c1=O
Electronic energy   -1529.59553 hartree
HOMO energy   -7.75 eV
E_LUMO   0.5061 eV

XYZ file:
```
55
Properties=species:S:1:pos:R:3:nbo_charge:R:1
C 0.10769 -3.03266 1.50153 -0.5986
C 0.66316 -1.65307 1.83252 -0.3923
C 2.09161 -1.48422 1.32159 -0.4097
C 2.64954 -0.08789 1.61930 -0.2049
N 3.67991 0.27650 0.66699 -0.4672
C 4.93963 -0.39210 0.88976 -0.4024
C 3.80306 1.69868 0.40363 -0.2236
C 3.34868 1.99489 -1.03916 -0.2341
N 2.07064 1.35058 -1.28143 -0.4543
C 2.04650 0.15054 -1.93000 0.3100
S 3.34285 -0.54089 -2.67769 -0.2203
N 0.85345 -0.50251 -1.99351 -0.5862
C -0.30919 -0.04473 -1.42819 0.2732
C -1.49077 -0.78431 -1.48533 -0.3876
C -2.64938 -0.29236 -0.91243 0.3986
O -3.85393 -0.89696 -0.92449 -0.4832
C -4.00027 -2.19326 -1.47135 -0.0643
C -3.49459 -3.28444 -0.53281 -0.6401
C -2.63208 0.97504 -0.25670 0.2301
O -3.82004 1.34700 0.28077 -0.4833
C -3.95613 2.63810 0.84322 -0.0618
C -4.05585 3.73408 -0.21333 -0.6387
C -1.45657 1.68895 -0.20130 -0.2284
C -0.28672 1.19041 -0.78507 -0.2401
C 0.95738 1.94710 -0.69235 0.6809
O 1.05692 3.02450 -0.13875 -0.6052
H 0.11776 -3.19633 0.42554 0.1932
H -0.91481 -3.13047 1.85918 0.2067
H 0.70993 -3.80951 1.96712 0.2039
H 0.64622 -1.50450 2.91449 0.1964
H 0.02297 -0.88860 1.38353 0.1951
H 2.72601 -2.24881 1.77304 0.1966
H 2.11378 -1.63462 0.24078 0.2075
H 3.01617 -0.04330 2.66021 0.1661
H 1.83332 0.63318 1.52630 0.1932
H 4.77409 -1.46696 0.91539 0.2019
H 5.60799 -0.17449 0.05883 0.2064
H 5.42496 -0.08801 1.83157 0.1599
H 4.83706 2.03637 0.51595 0.1977
H 3.18222 2.28321 1.08924 0.2065
H 4.06431 1.59292 -1.75565 0.2439
H 3.22696 3.06994 -1.18138 0.2264
H 0.86512 -1.38452 -2.48860 0.4305
H -1.47652 -1.73700 -1.99008 0.2212
H -3.51245 -2.25881 -2.45163 0.1703
H -5.07842 -2.30128 -1.61688 0.1990
H -2.42916 -3.17840 -0.34647 0.2127
H -4.01631 -3.21868 0.41834 0.2192
H -3.68179 -4.26067 -0.97126 0.2185
H -4.88962 2.58285 1.40980 0.1952
H -3.13731 2.84386 1.54321 0.1718
H -4.87849 3.51787 -0.89028 0.2156
H -3.13956 3.80176 -0.79413 0.2142
H -4.23706 4.69023 0.26944 0.2175
H -1.38289 2.64584 0.28897 0.2466
```



- The lowest molar mass belongs to which entry?
  C19H29N3O3S



- The lowest largest force on an atom belongs to which entry?
  C19H29N3O3S



- molar mass of number 3 (C19H29N3O3S)?
  379.53 g mol⁻¹



- Among the records above, which one has the highest electronic energy?
  C19H29N3O3S